1.
{"formula": "C42H89Cl3F8O", "method": "ωB97M-V/def2-TZVPD", "largest_force_ev_per_a": 2.5, "charge": 0, "gap_ev": 11.0, "e_lumo_ev": 0.38, "e_above_lowest_kj_mol": 0.0, "species": ["C", "C", "C", "F", "F", "F", "F", "O", "C", "C", "F", "F", "F", "F", "H", "H", "H", "H", "C", "C", "C", "C", "C", "C", "H", "H", "H", "H", "H", "H", "H", "H", "H", "H", "H", "H", "H", "H", "C", "C", "C", "C", "C", "C", "H", "H", "H", "H", "H", "H", "H", "H", "H", "H", "H", "H", "H", "H", "C", "C", "C", "C", "C", "C", "H", "H", "H", "H", "H", "H", "H", "H", "H", "H", "H", "H", "H", "H", "C", "C", "C", "C", "C", "C", "H", "H", "H", "H", "H", "H", "H", "H", "H", "H", "H", "H", "H", "H", "C", "C", "C", "C", "C", "C", "H", "H", "H", "H", "H", "H", "H", "H", "H", "H", "H", "H", "H", "H", "C", "C", "C", "C", "C", "C", "H", "H", "H", "H", "H", "H", "H", "H", "H", "H", "H", "H", "H", "H", "C", "Cl", "Cl", "Cl", "H"], "positions_angstrom": [[2.557, 1.626, 24.574], [3.878, 2.284, 24.129], [4.383, 3.342, 25.089], [3.511, 4.378, 25.305], [4.465, 2.709, 26.319], [4.794, 1.288, 23.957], [3.730, 2.818, 22.869], [1.435, 2.313, 24.040], [0.435, 2.606, 24.924], [-0.533, 3.546, 24.199], [-0.929, 2.939, 23.062], [-1.632, 3.839, 24.923], [-0.203, 1.462, 25.292], [0.912, 3.177, 26.041], [2.472, 1.448, 25.644], [2.549, 0.623, 24.144], [5.368, 3.782, 24.915], [-0.009, 4.493, 24.028], [4.585, -5.652, 21.455], [3.648, -6.410, 20.542], [2.182, -5.964, 20.654], [1.944, -4.441, 20.421], [2.278, -3.915, 19.024], [1.430, -4.539, 17.949], [5.634, -5.892, 21.251], [4.360, -5.701, 22.519], [4.668, -4.604, 21.139], [4.041, -6.243, 19.532], [3.688, -7.490, 20.701], [1.871, -6.136, 21.688], [1.558, -6.585, 20.009], [0.900, -4.302, 20.710], [2.560, -4.015, 21.215], [2.191, -2.823, 19.089], [3.362, -3.933, 18.862], [0.430, -4.104, 17.959], [1.853, -4.292, 16.969], [1.395, -5.626, 17.986], [6.681, -1.083, 22.453], [7.438, -2.339, 22.893], [8.940, -2.367, 22.698], [9.666, -1.361, 23.552], [9.716, -1.668, 25.060], [10.358, -2.977, 25.481], [7.213, -0.145, 22.620], [5.810, -1.019, 23.107], [6.421, -1.192, 21.403], [7.167, -2.731, 23.881], [6.940, -3.127, 22.309], [9.177, -2.159, 21.650], [9.358, -3.363, 22.862], [10.709, -1.264, 23.226], [9.264, -0.346, 23.471], [10.126, -0.829, 25.626], [8.675, -1.730, 25.398], [11.348, -3.193, 25.070], [10.541, -3.028, 26.559], [9.694, -3.823, 25.288], [9.724, -1.941, 18.916], [10.304, -2.904, 17.853], [11.413, -2.229, 17.011], [10.882, -1.534, 15.744], [10.291, -2.530, 14.744], [10.155, -2.036, 13.303], [9.485, -0.946, 18.542], [10.403, -1.885, 19.767], [8.791, -2.411, 19.238], [10.680, -3.785, 18.376], [9.475, -3.236, 17.225], [12.071, -3.037, 16.685], [11.902, -1.577, 17.735], [10.344, -0.598, 15.930], [11.767, -1.053, 15.300], [10.988, -3.373, 14.711], [9.388, -2.993, 15.148], [9.411, -1.277, 13.071], [11.103, -1.537, 13.067], [10.128, -2.889, 12.627], [7.906, -6.123, 23.650], [9.059, -6.327, 22.670], [8.541, -6.511, 21.229], [9.580, -6.750, 20.134], [8.910, -7.321, 18.864], [9.639, -6.905, 17.589], [7.354, -5.212, 23.403], [8.255, -6.007, 24.677], [7.154, -6.915, 23.618], [9.644, -5.403, 22.632], [9.714, -7.128, 23.012], [7.884, -5.678, 20.980], [7.946, -7.433, 21.286], [9.962, -5.763, 19.855], [10.431, -7.390, 20.371], [8.722, -8.393, 18.893], [7.942, -6.808, 18.818], [10.665, -7.282, 17.577], [9.136, -7.271, 16.690], [9.674, -5.825, 17.433], [12.315, 1.311, 21.366], [13.536, 2.247, 21.466], [14.642, 1.638, 20.548], [16.018, 2.306, 20.566], [16.911, 1.893, 19.396], [17.250, 0.407, 19.281], [12.285, 1.008, 20.316], [11.412, 1.832, 21.684], [12.406, 0.374, 21.913], [13.300, 3.292, 21.287], [13.962, 2.118, 22.466], [14.293, 1.646, 19.510], [14.762, 0.621, 20.926], [15.863, 3.385, 20.509], [16.500, 1.997, 21.498], [16.457, 2.195, 18.443], [17.792, 2.541, 19.386], [17.872, 0.008, 20.082], [16.318, -0.167, 19.252], [17.700, 0.145, 18.321], [10.556, -4.307, 29.828], [11.415, -3.028, 30.049], [10.798, -1.961, 30.940], [10.745, -2.291, 32.442], [10.365, -1.104, 33.356], [10.580, -1.440, 34.819], [11.332, -5.084, 29.807], [10.116, -4.390, 28.840], [9.992, -4.583, 30.716], [12.390, -3.321, 30.446], [11.622, -2.579, 29.075], [9.746, -1.817, 30.667], [11.362, -1.040, 30.782], [10.068, -3.117, 32.662], [11.782, -2.538, 32.704], [10.907, -0.198, 33.070], [9.318, -0.887, 33.123], [10.057, -2.371, 35.050], [11.612, -1.563, 35.144], [10.150, -0.655, 35.446], [8.942, 2.591, 25.085], [10.131, 3.139, 26.316], [8.192, 3.940, 24.269], [7.775, 1.532, 25.934], [9.447, 1.991, 24.339]], "lowdin_charge": [-0.039, -0.411, -0.255, 0.083, 0.042, 0.091, 0.111, 0.036, -0.551, -0.291, 0.112, 0.101, 0.143, 0.152, 0.145, 0.150, 0.129, 0.176, -0.122, -0.265, -0.222, -0.221, -0.278, -0.108, 0.046, 0.083, 0.065, 0.103, 0.104, 0.105, 0.094, 0.108, 0.091, 0.105, 0.101, 0.077, 0.071, 0.066, -0.088, -0.264, -0.208, -0.217, -0.264, -0.101, 0.059, 0.063, 0.073, 0.102, 0.087, 0.086, 0.087, 0.104, 0.082, 0.095, 0.094, 0.079, 0.053, 0.060, -0.109, -0.263, -0.210, -0.227, -0.270, -0.110, 0.073, 0.060, 0.063, 0.087, 0.085, 0.103, 0.102, 0.111, 0.104, 0.108, 0.095, 0.069, 0.068, 0.067, -0.113, -0.255, -0.233, -0.215, -0.263, -0.118, 0.047, 0.064, 0.072, 0.082, 0.108, 0.100, 0.113, 0.096, 0.116, 0.107, 0.100, 0.074, 0.068, 0.049, -0.118, -0.247, -0.246, -0.228, -0.279, -0.112, 0.062, 0.061, 0.062, 0.102, 0.102, 0.112, 0.109, 0.110, 0.113, 0.103, 0.099, 0.070, 0.063, 0.067, -0.094, -0.265, -0.238, -0.232, -0.279, -0.125, 0.064, 0.054, 0.063, 0.099, 0.090, 0.114, 0.108, 0.107, 0.112, 0.104, 0.106, 0.071, 0.071, 0.067, -1.509, 0.504, 0.565, 0.532, -0.005]}

***

2.
{"formula": "C42H91BrClNO8PS", "method": "ωB97M-V/def2-TZVPD", "largest_force_ev_per_a": 7.1, "charge": 1, "gap_ev": 6.2, "e_lumo_ev": -4.76, "species": ["C", "C", "C", "C", "C", "C", "C", "C", "C", "C", "O", "C", "N", "C", "C", "C", "Cl", "C", "P", "O", "C", "S", "C", "Br", "C", "C", "C", "O", "C", "C", "H", "H", "H", "H", "H", "H", "H", "H", "H", "H", "H", "H", "H", "H", "H", "H", "H", "H", "H", "H", "H", "H", "H", "H", "H", "H", "H", "H", "H", "H", "H", "H", "H", "H", "H", "H", "H", "H", "H", "H", "H", "C", "C", "O", "C", "C", "H", "H", "H", "H", "H", "H", "H", "H", "H", "H", "C", "C", "O", "C", "C", "H", "H", "H", "H", "H", "H", "H", "H", "H", "H", "C", "C", "O", "C", "C", "H", "H", "H", "H", "H", "H", "H", "H", "H", "H", "C", "C", "O", "C", "C", "H", "H", "H", "H", "H", "H", "H", "H", "H", "H", "C", "C", "O", "C", "C", "H", "H", "H", "H", "H", "H", "H", "H", "H", "H"], "positions_angstrom": [[-2.572, 0.613, 1.824], [-2.688, 0.298, 0.346], [-1.472, 0.642, -0.749], [-0.306, 1.484, 0.036], [1.049, 1.785, -0.851], [1.509, 3.369, -0.813], [2.726, 3.606, -1.886], [2.185, 3.495, -3.435], [3.412, 2.994, -4.434], [2.749, 2.752, -5.918], [3.488, 1.703, -6.646], [2.526, 0.654, -7.021], [-0.812, -0.642, -1.276], [0.270, -1.516, -0.687], [0.017, -2.014, 0.852], [1.325, -1.611, 1.813], [2.905, -2.436, 1.195], [-1.356, -0.895, -2.515], [-1.024, -2.262, -3.814], [0.434, -1.958, -4.430], [-2.487, 0.178, -3.043], [-1.735, 0.870, -4.628], [-3.955, -0.347, -3.527], [-5.077, 1.004, -4.494], [-4.890, -1.015, -2.358], [-6.226, -1.712, -3.083], [-2.319, 1.402, -1.976], [-1.469, 2.357, -2.762], [-3.584, 2.361, -1.578], [-3.751, 3.697, -2.571], [-3.137, -0.146, 2.546], [-1.984, 1.524, 2.263], [-3.730, -0.169, 0.028], [-0.763, 2.554, 0.298], [0.077, 0.937, 1.025], [1.965, 1.176, -0.387], [0.937, 1.354, -1.957], [0.569, 4.043, -0.992], [1.938, 3.593, 0.260], [3.187, 4.687, -1.724], [3.611, 2.841, -1.648], [1.306, 2.740, -3.598], [1.767, 4.569, -3.723], [4.181, 3.879, -4.479], [3.927, 2.026, -3.981], [2.761, 3.742, -6.556], [1.616, 2.444, -5.744], [1.539, 1.106, -7.464], [3.022, -0.013, -7.853], [2.301, -0.026, -6.069], [1.338, -0.984, -0.692], [0.434, -2.507, -1.333], [0.010, -3.207, 0.854], [-1.001, -1.689, 1.327], [1.084, -2.001, 2.897], [1.546, -0.462, 1.827], [-1.929, -2.241, -4.942], [-0.955, -3.600, -3.282], [-0.348, 0.593, -4.616], [-3.752, -1.219, -4.318], [-4.325, -1.922, -1.843], [-5.288, -0.269, -1.549], [-7.140, -0.957, -3.094], [-6.008, -2.086, -4.172], [-6.590, -2.651, -2.469], [-1.069, 3.047, -2.156], [-4.639, 1.812, -1.590], [-3.503, 2.829, -0.483], [-3.642, 3.442, -3.707], [-2.999, 4.566, -2.246], [-4.875, 4.072, -2.428], [-3.931, -7.544, -4.343], [-4.201, -6.124, -4.808], [-3.015, -5.379, -5.065], [-2.164, -5.871, -6.097], [-2.826, -5.892, -7.463], [-3.224, -7.550, -3.507], [-4.860, -8.027, -4.026], [-3.496, -8.150, -5.143], [-4.736, -5.592, -4.014], [-4.857, -6.113, -5.685], [-1.773, -6.858, -5.830], [-1.303, -5.196, -6.136], [-3.628, -6.635, -7.506], [-2.096, -6.142, -8.239], [-3.270, -4.918, -7.694], [0.926, -4.245, 6.959], [0.536, -2.838, 6.538], [-0.470, -2.810, 5.529], [-1.731, -3.377, 5.872], [-2.418, -2.664, 7.024], [1.168, -4.858, 6.084], [1.793, -4.219, 7.625], [0.110, -4.742, 7.490], [1.416, -2.345, 6.112], [0.230, -2.238, 7.400], [-1.627, -4.447, 6.074], [-2.362, -3.289, 4.981], [-1.879, -2.815, 7.964], [-3.436, -3.043, 7.157], [-2.461, -1.585, 6.842], [7.951, -0.827, 3.660], [8.104, -2.262, 4.134], [6.859, -2.913, 4.373], [5.994, -3.063, 3.250], [6.589, -3.914, 2.142], [7.287, -0.267, 4.327], [8.923, -0.329, 3.627], [7.518, -0.783, 2.656], [8.639, -2.258, 5.089], [8.714, -2.846, 3.438], [5.682, -2.083, 2.875], [5.089, -3.556, 3.621], [7.435, -3.411, 1.664], [5.840, -4.115, 1.369], [6.956, -4.866, 2.538], [4.618, 5.381, 3.173], [4.599, 4.283, 2.123], [5.025, 4.724, 0.837], [6.363, 5.202, 0.740], [7.405, 4.149, 1.074], [4.083, 6.267, 2.816], [4.153, 5.033, 4.099], [5.641, 5.689, 3.407], [3.568, 3.932, 2.005], [5.186, 3.417, 2.445], [6.494, 6.098, 1.355], [6.505, 5.515, -0.300], [7.374, 3.881, 2.135], [8.410, 4.519, 0.851], [7.228, 3.233, 0.501], [-6.966, 4.366, 5.597], [-5.854, 3.333, 5.646], [-5.832, 2.473, 4.510], [-5.606, 3.093, 3.247], [-4.256, 3.781, 3.148], [-7.930, 3.888, 5.394], [-7.030, 4.905, 6.547], [-6.793, 5.101, 4.806], [-6.012, 2.690, 6.518], [-4.878, 3.809, 5.784], [-6.422, 3.783, 3.008], [-5.646, 2.294, 2.499], [-4.207, 4.658, 3.801], [-4.072, 4.118, 2.123], [-3.452, 3.103, 3.450]], "lowdin_charge": [0.016, -0.066, -0.238, -0.114, -0.204, -0.195, -0.206, -0.216, -0.159, -0.222, -0.251, -0.129, 0.020, -0.125, -0.192, -0.499, 0.482, -0.152, 0.822, -0.512, -0.552, 0.827, -0.649, 0.748, -0.274, -0.154, -0.313, -0.254, -0.155, -0.130, 0.098, 0.075, 0.106, 0.142, 0.116, 0.119, 0.114, 0.110, 0.110, 0.126, 0.128, 0.079, 0.132, 0.120, 0.131, 0.141, 0.103, 0.097, 0.106, 0.103, 0.129, 0.144, 0.129, 0.103, 0.093, 0.073, 0.046, 0.037, -0.059, 0.090, 0.122, 0.097, 0.084, 0.082, 0.086, 0.106, 0.097, 0.126, 0.050, 0.097, 0.100, -0.078, -0.280, -0.204, -0.280, -0.076, 0.083, 0.082, 0.071, 0.112, 0.109, 0.111, 0.112, 0.071, 0.083, 0.083, -0.079, -0.279, -0.188, -0.282, -0.081, 0.083, 0.082, 0.069, 0.115, 0.108, 0.108, 0.113, 0.070, 0.080, 0.082, -0.086, -0.276, -0.164, -0.299, -0.082, 0.081, 0.078, 0.064, 0.120, 0.107, 0.089, 0.111, 0.069, 0.064, 0.086, -0.079, -0.282, -0.183, -0.274, -0.081, 0.085, 0.078, 0.070, 0.098, 0.107, 0.109, 0.119, 0.067, 0.081, 0.082, -0.080, -0.277, -0.167, -0.278, -0.085, 0.085, 0.081, 0.066, 0.120, 0.106, 0.109, 0.110, 0.072, 0.069, 0.063]}